[1]
Density functional theory data (ωB97M-V with the def2-TZVPD basis set) for C36H34AgBN4O3P2S6 as an isolated structure.

Properties
Charge: -2

Last column: Mulliken charge in e.
Positions of all 87 atoms, in Å:
Ag1 0.60189 -0.07764 -1.63037  1.39
O1 -1.71090 0.93618 -0.59815  -0.44
P1 -1.48786 1.62636 0.70047  0.83
C1 0.02927 1.15991 1.56737  -0.47
P2 0.28913 -0.62307 1.71640  0.77
O2 0.00194 -1.42647 0.49477  -0.80
C2 -0.76088 -1.19917 3.09644  0.44
C3 -0.77915 -0.61820 4.36125  -0.29
C4 -1.56821 -1.15013 5.37171  -0.68
C5 -2.34162 -2.27800 5.12494  -0.47
C6 -2.32392 -2.86731 3.86953  -0.63
C7 -1.53645 -2.32891 2.85604  -0.43
C8 1.96747 -0.87899 2.31482  0.95
C9 2.54863 -0.14819 3.34654  -0.43
C10 3.82887 -0.45624 3.77910  -0.70
C11 4.53178 -1.49601 3.17746  -0.58
C12 3.95932 -2.21508 2.13977  -0.39
C13 2.67553 -1.91096 1.70470  -0.90
C14 -1.49337 3.42489 0.59482  0.86
C15 -2.11840 3.97087 -0.52178  -0.55
C16 -2.14814 5.34732 -0.69493  -0.58
C17 -1.55328 6.17965 0.24167  -0.50
C18 -0.92187 5.63759 1.35456  -0.78
C19 -0.88855 4.26217 1.52826  -0.30
C20 -2.87033 1.26554 1.83214  0.16
C21 -3.74692 0.25005 1.46535  -0.30
C22 -4.84105 -0.04884 2.27108  -0.64
C23 -5.06335 0.66815 3.43819  -0.42
C24 -4.19541 1.69081 3.80312  -0.74
C25 -3.10523 1.98904 2.99758  -0.45
H1 0.07120 1.62422 2.55697  0.46
H2 0.84949 1.52828 0.91910  -0.06
H3 -0.17592 0.25925 4.56886  0.18
H4 -1.57990 -0.68509 6.35044  0.39
H5 -2.95987 -2.69249 5.91256  0.38
H6 -2.92794 -3.74493 3.67249  0.41
H7 -1.50680 -2.77178 1.86602  0.49
H8 2.02521 0.69099 3.79203  0.18
H9 4.28725 0.12482 4.57038  0.38
H10 5.53745 -1.72867 3.50804  0.36
H11 4.51887 -3.00057 1.64651  0.42
H12 2.22666 -2.43639 0.86814  0.56
H13 -2.52662 3.30559 -1.27372  0.26
H14 -2.60884 5.76715 -1.58022  0.39
H15 -1.55283 7.25260 0.09013  0.35
H16 -0.42710 6.28433 2.06852  0.36
H17 -0.35771 3.84727 2.37787  0.25
H18 -3.55238 -0.29393 0.54699  0.49
H19 -5.51638 -0.84709 1.98701  0.40
H20 -5.91486 0.43300 4.06597  0.37
H21 -4.37088 2.25710 4.71025  0.39
H22 -2.43947 2.80100 3.27351  0.35
C26 -3.10593 -1.20595 -2.89853  -0.54
N1 -2.23018 -2.05787 -3.67824  0.35
C27 -2.48426 -3.37362 -4.04719  -0.44
C28 -1.39665 -3.78299 -4.74163  -0.62
N2 -0.51851 -2.72886 -4.80786  0.19
B1 0.86699 -2.76278 -5.51367  0.43
N3 1.88711 -2.16136 -4.51545  0.16
C29 2.77626 -1.16163 -4.85990  -0.95
C30 3.58743 -0.93816 -3.80965  -0.36
N4 3.19121 -1.82330 -2.81734  0.53
C31 3.83204 -1.95068 -1.52891  -1.06
C32 2.15718 -2.59698 -3.26149  -0.13
S1 1.35706 -3.80485 -2.36388  -0.49
C33 -1.03019 -1.66820 -4.18200  -0.36
S2 -0.32120 -0.11410 -4.06370  -0.49
H23 -3.78603 -1.84486 -2.33418  0.30
H24 -3.68200 -0.54345 -3.54766  0.28
H25 -2.52224 -0.58608 -2.21719  -0.01
H26 -3.37405 -3.89592 -3.73890  0.40
H27 -1.15322 -4.74041 -5.16627  0.45
H28 1.13647 -3.92471 -5.78894  -0.24
H29 0.84174 -2.05320 -6.50924  -0.23
H30 2.70152 -0.65126 -5.80425  0.43
H31 4.34895 -0.19566 -3.64435  0.53
H32 4.90607 -1.82000 -1.65295  0.32
H33 3.61394 -2.94512 -1.14657  0.39
H34 3.44065 -1.20444 -0.82908  -0.15
O3 5.80816 3.44394 -4.07052  -0.70
C34 4.89779 3.04697 -3.35999  0.62
S3 3.30342 3.77552 -3.28253  -0.24
C35 2.58064 2.70992 -2.07235  0.19
C36 3.38927 1.73393 -1.60327  -0.32
S4 2.96390 0.49876 -0.43566  -0.43
S5 5.02498 1.68478 -2.25730  -0.23
S6 0.91416 2.98264 -1.65009  -0.28

[2]
Density functional theory data (ωB97M-V with the def2-TZVPD basis set) for C36H34B2ClF4N7O6P2Se2Ti as an isolated structure.

Properties
Charge: 0

Last column: Mulliken charge in e.
Positions of all 95 atoms, in Å:
Ti1 -1.46778 -1.13871 -2.33587  -2.88
C1 -3.22726 2.74931 -2.92122  -1.96
C2 -2.48522 1.46485 -2.91430  1.02
N1 -2.72126 0.50569 -2.08817  1.09
O1 -3.63084 0.64114 -1.11422  -0.50
B1 -4.06312 -0.65067 -0.42807  0.62
F1 -4.95177 -0.28635 0.53318  -0.37
F2 -4.57044 -1.51019 -1.39216  -0.26
O2 -2.93606 -1.38509 0.31228  -0.62
N2 -1.98918 -1.90535 -0.48552  1.80
C3 -1.38030 -2.98986 -0.14843  0.91
C4 -1.71037 -3.72607 1.09891  -1.91
C5 -0.30112 -3.43671 -1.09456  0.28
N3 -0.29126 -2.76780 -2.18515  0.95
O3 0.72078 -2.74597 -3.07044  -0.52
B2 0.51900 -1.91293 -4.37998  0.54
F3 1.66783 -2.08802 -5.06297  -0.33
F4 -0.65065 -2.34156 -4.96296  -0.27
O4 0.38859 -0.35392 -4.22429  -0.53
N4 -0.77967 0.08473 -3.71451  1.65
C6 -1.29733 1.25013 -3.82538  0.70
C7 -0.75190 2.33290 -4.67406  -1.85
C8 0.66412 -4.51642 -0.77673  -1.64
H1 -4.03709 2.71132 -2.19864  0.45
H2 -3.63075 2.94191 -3.91646  0.44
H3 -2.54103 3.55802 -2.65262  0.26
H4 -1.44345 -3.11273 1.96359  0.26
H5 -1.18018 -4.67253 1.15475  0.49
H6 -2.78747 -3.89107 1.14464  0.41
H7 0.10481 1.97001 -5.23498  0.40
H8 -0.44510 3.15929 -4.02825  0.20
H9 -1.52094 2.69542 -5.35758  0.40
H10 1.10344 -4.35025 0.20808  0.05
H11 1.45133 -4.52881 -1.52590  0.41
H12 0.15699 -5.48349 -0.77186  0.42
Se1 0.79983 -0.01888 3.89931  -0.27
P1 1.95983 -0.37453 2.18338  0.67
C9 3.51276 0.54652 2.08238  0.73
C10 4.04223 0.92571 0.85018  -0.25
C11 5.26830 1.57231 0.79378  -0.69
C12 5.96578 1.83522 1.96444  -0.62
C13 5.43574 1.46266 3.19223  -0.64
C14 4.20856 0.82230 3.25399  -0.75
C15 2.45425 -2.12215 2.01711  0.74
C16 1.85292 -3.08334 2.82079  -0.46
C17 2.26170 -4.40889 2.74583  -0.81
C18 3.27400 -4.77593 1.87104  -0.48
C19 3.87172 -3.81893 1.06004  -0.72
C20 3.46410 -2.49633 1.13182  -0.42
C21 1.09487 -0.02226 0.63769  0.09
C22 0.36745 1.08943 0.15262  -0.89
N5 -0.14325 0.71198 -1.01366  0.41
N6 0.23198 -0.53329 -1.23200  1.00
N7 0.96300 -1.01371 -0.25005  -0.54
P2 -0.01392 2.81930 0.57216  0.48
Se2 0.19893 4.05850 -1.12999  -0.37
C23 -1.70007 2.71623 1.20273  0.26
C24 -2.12015 1.59421 1.91453  0.41
C25 -3.42112 1.52726 2.38381  -0.80
C26 -4.30140 2.57227 2.14228  -0.52
C27 -3.88222 3.69081 1.43571  -0.71
C28 -2.58038 3.76639 0.96421  -0.68
C29 1.06905 3.34431 1.91910  0.74
C30 2.38559 3.68483 1.60444  -0.51
C31 3.23380 4.15126 2.59229  -0.71
C32 2.76857 4.29238 3.89423  -0.63
C33 1.45796 3.96875 4.20643  -0.74
C34 0.60500 3.49442 3.22025  -0.20
H13 3.49485 0.73293 -0.06472  0.43
H14 5.67468 1.87313 -0.16306  0.42
H15 6.92302 2.33907 1.91988  0.41
H16 5.97544 1.68025 4.10482  0.43
H17 3.77362 0.55087 4.20855  0.41
H18 1.08579 -2.77851 3.52220  0.30
H19 1.79934 -5.15056 3.38456  0.42
H20 3.60155 -5.80665 1.82245  0.40
H21 4.65951 -4.10204 0.37415  0.43
H22 3.93831 -1.75746 0.49957  0.33
H23 -1.44088 0.77165 2.09825  0.10
H24 -3.75612 0.64347 2.90858  0.40
H25 -5.32329 2.50545 2.49210  0.40
H26 -4.57269 4.50167 1.24209  0.40
H27 -2.24433 4.62179 0.39063  0.47
H28 2.72843 3.60736 0.58041  0.35
H29 4.25471 4.41115 2.34537  0.48
H30 3.43079 4.66328 4.66653  0.40
H31 1.09581 4.07905 5.21998  0.43
H32 -0.41529 3.23125 3.46773  0.49
Cl1 -4.00331 -4.62269 -3.53068  -0.19
C35 -4.62135 -3.12635 -4.25468  -0.63
C36 -3.68926 -1.94051 -4.15030  0.68
O5 -3.84731 -0.95248 -4.81093  -0.56
O6 -2.71734 -2.06164 -3.24248  -0.15
H33 -5.54194 -2.85629 -3.74034  0.26
H34 -4.83357 -3.30623 -5.30386  0.44

Computed DFT total energy, in the same sequence as the records: -138258.617; -257739.502 eV.
Computed Kohn-Sham gap, in the same sequence as the records: 0.161; 0.228 hartree.
Computed LUMO, in the same sequence as the records: 3.644; -1.951 eV.